Record 1
Computed, not measured: a cluster of 2 separate species, CH7OP3 in total at a distorted geometry, with ωB97M-V/def2-TZVPD.

ΔE to the lowest compared entry with this formula, charge and spin: 139.61 kJ/mol
frontier orbital gap: 0.2911 Ha
E_HOMO: -8.6 eV
E: -1141.48261 a.u.

Element x y z (Å)
1 O 1.4310 -0.0213 -1.3421
2 H -1.5396 2.3041 1.6216
3 C 1.7631 -0.6559 -0.0759
4 P -1.5157 0.9696 1.8761
5 H 1.1851 -1.6728 -0.1271
6 H 2.8553 -0.8623 -0.0541
7 H -1.6477 -1.2396 -2.0509
8 P -1.6049 -1.1696 -0.5034
9 H 2.1458 0.5462 -1.7340
10 H 1.1227 -0.0296 0.6851
11 P -1.3726 0.7958 -0.3019
12 H -2.8224 1.0354 2.0065

***

Record 2
Computed, not measured: a cluster of 4 separate species, C21H38F3NO15PS in total at a distorted geometry, with ωB97M-V/def2-TZVPD.

frontier orbital gap: 0.3621 Ha
net charge: +1
E_HOMO: -13.1 eV
E: -3045.03773 a.u.

Element x y z (Å)
1 H -0.7925 1.5221 -2.5529
2 H -0.8289 0.6659 0.6980
3 C -5.4938 1.7109 -5.8288
4 C 2.9679 4.4763 2.2195
5 H 3.4040 -1.2657 0.4901
6 H -3.1289 -0.0099 -1.1947
7 C 1.6479 5.4272 2.4830
8 H 0.1371 5.2652 4.3031
9 O 2.2649 2.3658 -2.0232
10 H 6.3024 -5.5859 2.0548
11 H 4.2805 0.6159 -1.5303
12 O 3.9450 -2.8361 3.1393
13 H -3.7015 0.5103 -5.7746
14 O -0.9668 -5.9322 0.8367
15 O 1.2593 0.0076 -3.0912
16 C 4.2203 -3.8962 2.6024
17 O -5.3481 1.3893 1.4708
18 C 1.6858 0.8698 0.9720
19 O 3.7171 -5.1070 2.9923
20 H 3.3930 -6.2131 1.2909
21 H 3.2509 2.5239 -2.1888
22 H -2.7029 -5.2526 1.7018
23 C -3.4024 1.0277 -0.7283
24 H 3.5141 2.8831 0.5284
25 O -3.5950 -0.5627 1.6798
26 H -5.1972 -0.4028 -5.4709
27 H 2.6025 -3.0131 0.1465
28 C 1.1049 -1.2703 -0.1649
29 O -4.6085 0.8320 -3.9374
30 H 0.1739 -1.6595 0.4747
31 C -2.4007 2.2622 -1.1210
32 H -2.3477 3.0610 -0.2530
33 C 5.3861 -5.3926 1.4868
34 O 3.6009 -0.0705 -1.8126
35 C -0.2321 -4.8068 0.6124
36 H 1.2960 0.2381 1.9077
37 C -0.4421 0.5402 -0.4055
38 S -3.7145 0.8874 1.1516
39 C -4.6953 0.5590 -5.3215
40 H 2.1760 -2.0310 1.6976
41 H -4.8970 2.5931 -6.0839
42 H 0.6948 5.0810 1.8852
43 O 5.0724 -4.0197 1.5463
44 H 4.3996 -7.0084 2.5227
45 H -2.2662 -4.7173 -1.2922
46 C -2.2438 -4.3882 -0.2479
47 H 0.9822 -1.7892 -1.2220
48 F 5.5674 -5.7323 0.1909
49 H 3.2217 3.7868 3.1431
50 C 2.4254 -1.8992 0.5378
51 H -3.0463 -3.6623 -0.0916
52 F -6.2498 1.3445 -6.8880
53 C -2.3103 -5.5233 0.7159
54 N 1.0740 0.2719 -0.2669
55 O -5.9607 1.9948 -2.5054
56 O -6.3533 2.0150 -4.7538
57 H -2.7972 2.8635 -2.0730
58 C 1.3498 2.4256 1.3047
59 C 4.1712 -6.0521 2.0444
60 P 1.9732 0.6418 -1.7912
61 O -0.9821 -3.8180 0.0366
62 H 1.8102 4.4706 4.6570
63 H -1.0162 -0.4110 -0.8438
64 H 0.3645 2.8647 0.8677
65 H 3.9060 5.1211 1.8809
66 H 1.8989 6.5184 2.1101
67 C 2.6041 3.4810 0.9688
68 H -5.3826 1.9506 2.3003
69 O -2.7905 1.8004 1.9921
70 H -0.1854 2.7631 -1.2372
71 H 2.1824 4.1695 0.0904
72 H 1.2344 2.4972 2.4919
73 F -3.0236 -6.5506 0.2025
74 H 2.8747 0.8143 0.8690
75 C 1.2988 5.3719 4.1035
76 H -4.4720 1.3113 -1.1769
77 C -0.8224 1.7796 -1.3968
78 C -5.6685 1.6427 -3.6361
79 H 1.6817 6.3566 4.6078
80 O 0.9485 -4.6922 0.8967

***

Record 3
Computed, not measured: a structure of composition C16H29N9O3PSV at a distorted geometry, with ωB97M-V/def2-TZVPD.

frontier orbital gap (alpha / beta): 0.2571 / 0.2057 Ha
net charge: +1
E_HOMO (alpha / beta): -9.6 / -8.2 eV
spin multiplicity: 2
E: -3029.05986 a.u.

Element x y z (Å)
1 C 0.3740 5.9376 -0.2461
2 H 2.6569 0.4097 1.2406
3 N 1.5816 -0.5824 -0.2877
4 H -3.6913 0.3340 0.4552
5 O 0.1482 1.9547 -1.4202
6 C 2.4795 -0.6141 0.9104
7 C 0.0884 4.2839 -1.9490
8 H 0.6162 5.1965 1.7355
9 H -1.1863 0.8915 -4.1797
10 H -0.6343 -1.9594 4.0848
11 C 2.3432 0.1069 -1.3840
12 P -2.4093 0.3453 -1.6798
13 H 1.9749 -1.1608 1.7058
14 H 1.7284 0.0954 -2.2851
15 C 0.4616 4.9369 0.6955
16 H 2.9907 -3.1815 0.9845
17 N 2.6625 -2.6588 -1.0197
18 H -0.0410 4.0086 -2.9878
19 C -2.8567 1.4000 -3.1081
20 H -3.2988 2.3088 -2.7009
21 N 3.7460 -1.2599 0.6286
22 H 2.5301 1.1366 -1.0775
23 H 4.4467 -3.1174 -0.0302
24 O -2.3195 1.2054 -0.4278
25 C 0.3493 3.5750 0.3618
26 C 0.3730 2.6293 1.4484
27 V -0.2813 0.3269 -0.1109
28 N -4.0913 -0.6196 0.2314
29 H 4.6134 0.4862 -0.1397
30 N 0.1495 1.3377 1.4034
31 H 0.5308 3.0410 2.4402
32 C -0.3398 -0.4082 2.7794
33 H 0.2545 -0.6113 4.7121
34 C 3.4943 -2.6331 0.1862
35 H -0.3202 1.9044 -2.3009
36 N -0.3110 -1.0171 3.9854
37 H 0.8931 -2.5554 0.0613
38 C 1.3995 -2.0105 -0.7322
39 H -3.6482 -1.8013 -1.5087
40 C -3.8671 -0.7706 -1.2443
41 H 0.4550 6.9731 0.0554
42 N 0.2077 0.7507 2.6532
43 N 3.6094 -0.5341 -1.6713
44 H 0.1119 6.3874 -2.3359
45 H 5.3758 -1.0273 -0.6632
46 S -1.0962 -1.2749 1.4474
47 O -1.1889 -0.4676 -1.9935
48 H 4.3082 -2.4075 -2.2862
49 C 3.3568 -1.9193 -2.0741
50 H -3.5712 0.9239 -3.7855
51 C 4.4226 -0.5423 -0.4519
52 H -5.0590 -0.7185 0.5213
53 H -3.4902 -1.2433 0.7895
54 H 0.7723 -2.0139 -1.6255
55 C 0.1783 3.2756 -0.9990
56 H 2.7474 -1.9241 -2.9802
57 H -4.7625 -0.4454 -1.7705
58 C 0.1754 5.6139 -1.5833
59 N -1.5538 1.7174 -3.7179
60 H -1.6422 2.4421 -4.4201